[1]
Computed, not measured: a molecular structure, C6H9NO, with the ωB97M-V functional and the def2-TZVPD basis.

Last column: Löwdin charge in e.
Cartesian coordinates (Å):
C: 1.6041 0.7302 -0.7595  -0.06
C: 0.3570 0.0865 -0.2286  -0.65
C: -0.1140 -0.3130 1.7463  -0.04
C: -0.7026 0.7318 0.7649  -0.24
C: -1.9008 -0.3804 -0.7845  -0.07
C: -0.6481 -0.5102 -1.1456  -0.06
H: 1.5233 1.2913 -2.1387  0.17
H: 2.2485 -0.4515 -0.8130  0.17
H: 2.0140 1.5082 -0.1136  0.04
H: 0.7923 -1.6530 0.5972  0.07
H: -0.9747 -0.8988 1.8915  0.11
H: 0.3185 0.1744 2.5460  0.08
H: -0.3410 1.9605 0.6151  0.22
H: -2.8094 -0.5966 -1.4444  0.15
H: -0.3093 -1.4623 -1.8085  0.17
N: 0.9605 -0.7228 0.7308  0.01
O: -2.0186 0.5055 0.3446  -0.07

**Total charge**: 0
**Highest occupied orbital energy**: -8.851 eV
**HOMO-LUMO gap**: 0.3622 hartree



[2]
Computed, not measured: 2 unconnected molecules or ions with the total composition C4H13FN3O2, with the ωB97M-V functional and the def2-TZVPD basis.

Last column: Löwdin charge in e.
Cartesian coordinates (Å):
C: -1.4026 -0.0955 2.6273  -0.12
C: -1.9300 0.0904 -0.8905  0.01
C: 1.7581 1.3132 -2.1746  -0.19
C: 0.4113 -0.4164 -1.0447  -0.40
N: 0.3701 -1.4581 -0.2602  0.22
N: 1.4984 -0.0756 -1.7871  0.08
N: -0.3010 -0.9546 2.1743  -0.05
O: 1.8362 2.1410 -1.0732  0.04
O: -0.5806 0.4082 -1.2315  -0.01
F: 2.6472 -0.7662 -1.4078  0.01
H: -2.3519 -0.5414 2.3381  0.08
H: -1.4022 0.0297 3.7111  0.09
H: -1.3046 0.8837 2.1647  0.08
H: -2.4101 1.0409 -0.6610  0.11
H: -2.0075 -0.5879 -0.0441  0.07
H: -2.4137 -0.3520 -1.7632  0.11
H: 0.8958 1.6250 -2.7718  0.15
H: 2.6617 1.2975 -2.7921  0.15
H: 1.1929 -2.0464 -0.2425  0.13
H: -0.1067 -1.3263 0.7426  0.06
H: -0.3836 -1.8607 2.6348  0.12
H: 0.5837 -0.5515 2.4819  0.12
H: 2.7388 2.2029 -0.7303  0.12

**Total charge**: +1
**Highest occupied orbital energy (spin up / spin down)**: -9.310 / -14.410 eV
**2S+1**: 3
**HOMO-LUMO gap (spin up / spin down)**: 0.2445 / 0.2669 hartree



For the records above, the corresponding energy above the lowest of the compared OMol25 structures with the same formula, charge and spin values read 6.760; 0.000 eV.
For the records above, the corresponding electronic energy values read -9898.8444; -15627.7827 eV.